Entry 1:
81
Properties=species:S:1:pos:R:3:forces:R:3:lowdin_spin:R:1 method="wB97M-V/def2-TZVPD" charge=+1 gap_ev="5.8 / 5.2" energy_ev=-144723.9848 largest_force_ev_per_a=7.14 de_lowest_ev=1.152 multiplicity=2 homo_energy_ev="-10.3 / -10.2"
C -0.830 -4.919 -1.019 0.1 0.0 0.1 0.00
C -0.537 2.689 3.257 -0.3 -0.2 -0.6 0.05
H 2.511 -3.328 1.764 0.1 0.0 0.0 0.00
H 3.523 -3.984 -3.029 0.0 0.0 -0.1 0.00
C -3.443 -3.980 -1.081 -0.1 0.0 0.0 0.00
H -1.617 -6.697 -1.904 0.1 -0.1 0.0 0.00
H -2.939 3.896 -3.171 -0.2 0.0 -0.2 0.00
H -2.621 0.222 2.810 0.0 0.0 0.3 0.01
H 2.476 3.803 2.128 -0.2 0.0 0.1 0.00
H -0.894 2.174 4.144 -0.2 -0.1 0.2 0.01
H 4.781 -3.990 1.049 0.0 0.0 0.1 0.00
H 0.479 2.351 3.075 0.0 0.0 0.0 0.00
H 2.880 5.351 -1.913 0.1 0.2 0.2 0.00
C -0.175 2.057 -3.993 -0.4 0.0 0.5 0.00
H -3.927 -5.854 -2.004 -0.1 0.0 0.0 0.00
C 2.150 4.547 -1.937 -0.3 -0.6 0.6 0.02
H -2.675 4.103 -1.453 -0.1 0.0 0.2 0.00
H -3.669 3.376 0.676 0.0 -0.1 -0.2 0.00
H -3.018 0.573 -2.969 -0.2 -0.1 -0.2 0.00
C -2.488 0.568 1.790 0.5 0.4 0.0 0.05
H -0.043 5.378 1.384 0.0 -0.1 0.3 0.00
H -0.284 -2.607 5.829 0.0 0.0 0.2 0.00
H -2.509 4.608 1.162 0.1 0.1 0.0 0.00
H 3.665 4.539 1.065 0.1 0.2 0.0 0.00
H -0.578 5.542 -0.278 -0.2 0.0 -0.2 0.00
O 3.367 0.159 -3.264 0.9 -0.3 -1.2 0.01
C -2.438 -3.185 -0.562 0.1 0.1 0.1 0.00
C 1.734 -3.312 -0.239 -0.1 0.3 0.3 0.00
Ge 0.252 1.913 -0.283 -2.0 1.5 -1.6 0.19
C -2.177 3.916 -2.398 0.4 -0.7 0.0 -0.01
C -0.099 -2.684 1.986 0.6 1.5 0.7 0.00
H 2.624 3.678 -2.376 0.1 -0.1 -0.1 0.00
O 3.240 -0.466 -1.020 1.4 -1.2 1.4 0.01
H -3.025 0.914 -1.247 -0.1 0.1 0.2 0.00
C -0.724 -3.711 2.667 0.1 -0.1 -0.2 0.00
H -2.653 -2.203 -0.161 -0.1 0.1 -0.1 0.00
Si 1.521 4.127 -0.188 0.1 0.2 0.7 0.07
H 5.285 -4.304 -1.340 0.1 0.0 0.0 0.00
Si -1.228 2.253 -2.426 0.4 -0.6 1.1 0.00
C -1.844 -5.709 -1.535 0.0 -0.1 -0.1 0.00
H 0.790 6.463 0.298 0.2 0.2 -0.1 0.00
H -1.276 -4.474 4.588 -0.1 -0.1 0.1 0.00
C -2.957 3.662 1.445 0.7 -0.6 -0.2 0.05
Cl 2.600 0.164 -2.106 0.6 1.9 -1.7 0.00
O 2.296 1.532 -1.741 0.0 0.8 0.5 0.04
H -1.166 -4.527 2.115 0.0 -0.1 -0.1 0.00
H -1.870 -0.168 1.275 0.0 0.0 -0.1 0.00
C -2.381 0.759 -2.108 0.3 0.5 -0.5 0.00
H -3.469 0.594 1.325 -0.1 0.1 -0.2 0.00
C -3.146 -5.239 -1.582 0.1 0.0 0.1 0.00
C 0.440 -1.554 2.691 -1.9 -2.9 2.9 0.00
H 1.244 -3.326 -2.332 0.1 0.0 -0.1 0.00
H 0.713 1.472 -3.785 0.1 -0.1 0.0 0.00
C -0.234 -2.604 4.752 -0.4 -0.9 0.3 0.00
C 2.020 -3.490 -1.594 -0.1 0.1 0.0 0.00
C 2.873 3.796 1.116 -0.4 0.2 -0.6 0.01
C 0.295 5.500 0.363 0.4 -0.8 -0.2 0.00
H 1.340 4.857 -2.591 -0.2 0.0 0.0 0.00
O 1.329 -0.476 -2.344 -1.4 -0.7 0.2 0.00
C 3.294 -3.853 -1.983 0.0 0.0 -0.1 0.00
Si -1.658 2.291 1.768 -0.2 0.0 0.4 0.28
C 0.372 -1.559 4.112 0.4 0.5 -1.5 0.00
H -4.461 -3.622 -1.099 -0.1 0.1 0.0 0.00
C 0.879 -0.478 1.943 3.0 3.9 -5.2 -0.02
H -3.522 3.835 2.356 0.0 -0.1 0.3 0.01
H -0.518 3.752 3.476 -0.1 0.2 -0.1 0.00
Ir 0.961 -0.392 -0.086 -1.5 -2.7 2.8 0.24
O 1.539 0.571 2.093 -0.8 -1.4 1.6 -0.06
C 4.288 -4.027 -1.031 0.0 0.0 0.1 0.00
C 4.004 -3.848 0.314 0.2 -0.1 0.0 0.00
C -1.125 -3.646 -0.540 0.1 0.3 0.1 0.00
C 2.732 -3.481 0.715 -0.1 0.0 0.0 0.00
H 0.139 3.011 -4.402 0.0 0.2 0.0 0.00
P 0.139 -2.575 0.208 -0.4 0.6 -1.3 0.00
H 0.184 -5.294 -0.984 0.0 0.0 0.0 0.00
H -0.733 1.529 -4.761 -0.2 -0.1 -0.1 0.00
H -1.527 4.758 -2.610 0.2 0.1 0.0 0.00
H 3.320 2.820 0.948 0.1 -0.1 -0.1 0.00
H 0.787 -0.730 4.663 0.0 0.1 0.1 0.00
C -0.799 -3.675 4.048 0.4 0.6 0.3 0.00
H -1.783 -0.135 -1.932 0.1 0.0 0.0 0.00

=====

Entry 2:
79
Properties=species:S:1:pos:R:3:forces:R:3:lowdin_spin:R:1 method="wB97M-V/def2-TZVPD" charge=+1 gap_ev="6.8 / 6.6" energy_ev=-128159.7610 largest_force_ev_per_a=0.22 multiplicity=5 homo_energy_ev="-9.8 / -9.8"
H 6.171 0.153 -1.397 0.0 0.0 0.0 0.00
H 0.051 0.432 5.470 0.0 0.0 0.0 0.00
H -3.606 -4.752 -2.835 0.0 0.0 0.0 0.00
H 6.082 -3.240 0.096 0.0 0.0 0.0 0.00
N 1.086 0.054 -0.856 0.1 0.0 0.0 0.01
H 2.904 -1.664 1.366 0.0 0.0 0.0 0.00
H -0.197 5.482 -6.099 0.0 0.0 0.0 0.00
H -2.607 5.127 -4.240 0.0 0.0 0.0 0.00
C -3.028 3.012 -2.378 0.0 0.0 0.0 0.00
Cr -0.954 0.169 -1.270 -0.2 0.0 0.0 3.78
H -0.135 3.367 -4.680 0.0 0.0 0.0 0.00
C -1.816 4.717 -4.870 0.0 0.0 0.0 0.00
H 0.693 -0.800 6.560 0.0 0.0 0.0 0.00
C 0.286 -0.839 1.205 0.1 0.2 0.0 0.01
H -0.514 6.441 -4.652 0.0 0.0 0.0 0.00
H -2.208 -0.753 5.656 0.0 0.0 0.0 0.00
H -1.610 6.532 -6.029 0.0 0.0 0.0 0.00
C 3.358 -0.077 -1.563 0.0 0.0 0.0 0.00
S -4.293 -3.421 0.651 0.1 0.0 0.0 0.00
H 5.004 -1.031 1.986 0.0 0.0 0.0 0.00
C -3.367 -2.778 -0.691 0.0 0.0 0.0 0.00
H 0.503 -3.264 5.968 0.0 0.0 0.0 0.00
H 5.781 -1.346 -2.262 0.0 0.0 0.0 0.00
C 0.489 -1.129 2.536 -0.1 -0.2 0.0 0.00
H -2.344 -2.470 5.235 0.0 0.0 0.0 0.00
H 1.738 0.889 -2.608 0.0 0.0 0.0 0.00
H -2.955 -0.483 1.112 0.0 0.0 0.0 0.00
S -2.928 -0.591 -2.361 -0.1 0.0 0.0 0.02
C -1.831 3.224 -0.119 0.0 0.0 0.0 0.01
C 5.077 -2.858 -0.084 0.0 0.0 0.0 0.00
H -2.409 2.359 0.221 0.0 0.0 0.0 0.00
H 4.442 -3.198 0.736 0.0 0.0 0.0 0.00
H -1.709 3.890 0.735 0.0 0.0 0.0 0.00
C -0.984 5.859 -5.445 0.0 0.0 0.0 0.00
H -1.467 -1.978 6.679 0.0 0.0 0.0 0.00
C 5.120 -1.326 -0.182 0.0 0.0 0.0 0.00
H -2.755 -1.094 3.460 0.0 0.0 0.0 0.00
C -2.565 3.933 -1.256 0.0 0.0 0.0 0.00
C -1.856 -1.031 2.866 0.1 0.0 0.0 0.00
H -0.273 -3.761 4.461 0.0 0.0 0.0 0.00
H 5.655 0.354 1.101 0.0 0.0 0.0 0.00
H 1.306 -2.966 4.429 0.0 0.0 0.0 0.00
H -2.302 4.167 -5.679 0.0 0.0 0.0 0.00
H -3.710 3.514 -3.070 0.0 0.0 0.0 0.00
O -0.699 1.657 -2.606 0.0 -0.1 0.0 0.04
H -0.489 4.247 -3.189 0.0 0.0 0.0 0.00
C 6.084 -0.931 -1.300 0.0 0.0 0.0 0.00
H -1.921 -4.827 -3.388 0.0 0.0 0.0 0.00
C 2.693 -1.084 0.480 0.0 0.0 0.0 0.00
S -5.077 -0.822 -0.305 0.0 0.0 0.0 0.00
H 1.499 -0.481 5.028 0.0 0.0 0.0 0.00
H 6.639 -1.094 1.336 0.0 0.0 0.0 0.00
C 3.710 -0.815 -0.438 0.0 0.0 0.0 0.01
C -3.713 -1.552 -1.126 0.0 0.0 0.0 0.01
C -0.367 -1.621 4.867 0.0 0.0 0.0 0.00
C 1.409 -0.634 0.257 0.0 0.0 0.0 0.01
H -3.558 2.136 -1.993 0.0 0.0 0.0 0.00
N -0.945 -0.616 0.695 0.1 0.0 0.0 0.01
H -0.841 2.884 -0.422 0.0 0.0 0.0 0.00
C -2.678 -4.194 -2.929 0.0 0.0 0.0 0.00
C -5.306 -2.041 0.921 0.0 0.0 -0.1 0.00
C -0.940 3.769 -4.061 0.0 0.0 0.0 0.00
H -2.823 -3.300 -3.530 0.0 0.0 0.0 0.00
S -1.795 2.301 -3.483 0.0 0.1 0.0 0.01
H -1.967 4.759 -1.649 0.0 0.0 0.0 0.00
H -3.472 4.392 -0.856 0.0 0.0 0.0 0.00
S -2.038 -3.755 -1.295 0.0 0.0 0.1 0.00
C 0.524 -0.550 5.512 0.0 0.0 0.0 0.00
H 4.705 -3.301 -1.009 0.0 0.0 0.0 0.00
S -6.363 -1.901 2.154 0.0 0.0 0.0 0.00
C -1.982 -0.700 1.527 0.0 0.0 0.0 0.02
C -0.597 -1.260 3.408 -0.1 0.0 0.0 0.01
C -1.680 -1.708 5.645 0.0 0.0 0.0 0.00
H 4.085 0.180 -2.317 0.0 0.0 0.0 0.00
H 7.075 -1.321 -1.072 0.0 0.0 0.0 0.00
C 0.336 -2.986 4.928 0.0 0.0 0.0 0.00
C 2.047 0.326 -1.737 0.0 0.0 0.0 0.02
H 1.497 -1.247 2.906 0.0 0.0 0.0 0.00
C 5.627 -0.736 1.142 0.0 0.0 0.0 0.00